Record 1
Formula: C39H37CrN3O2P2Te
Source: the OMol25 dataset
Level of theory: ωB97M-V/def2-TZVPD

HOMO-LUMO gap (alpha / beta)	0.23382 / 0.25667	Ha
HOMO (alpha / beta)	-0.3753 / -0.3750	Ha
maximum force	0.013	Eh/bohr
energy	-3818.1380	a.u.
LUMO energy (alpha / beta)	-3.85 / -3.22	eV
energy relative to the best compared isomer or geometry (same formula, charge and spin)	0.0	kcal/mol

ORCA input file:
```
! wB97M-V def2-TZVPD RIJCOSX def2/J DEFGRID3
* xyz 1 4
Cr 0.49702 -0.25593 1.65537
N 2.57182 0.19075 1.43400
C 3.44296 0.13660 2.64578
C 3.21649 -1.14056 3.44259
C 1.83353 -1.16084 4.07469
O 1.68513 -1.08678 5.26561
O 0.81458 -1.22037 3.22256
H 2.94533 -0.47531 0.75601
H 2.68230 1.10037 0.98728
H 3.22262 1.00859 3.26343
H 4.48657 0.20812 2.33730
H 3.94856 -1.19695 4.24471
H 3.34808 -2.01217 2.79575
Te 2.12718 1.59322 -2.45264
C 1.14828 1.39556 -4.32365
C -0.22192 1.57182 -4.44002
C -0.81049 1.41800 -5.68679
N -0.13056 1.11567 -6.78950
C 1.18466 0.96392 -6.67076
C 1.86940 1.08784 -5.46771
C 0.63050 0.81606 -1.24501
P 0.01763 1.63818 0.18690
C 0.86292 3.19127 0.57941
C 0.77516 4.27230 -0.29737
C 1.43055 5.45717 -0.00710
C 2.17488 5.57547 1.16017
C 2.25339 4.51248 2.04734
C 1.59585 3.32486 1.75828
C -1.72712 2.12186 0.04884
C -2.32233 2.78986 1.12238
C -3.67408 3.09402 1.08911
C -4.43730 2.73563 -0.01654
C -3.84844 2.07688 -1.08534
C -2.49484 1.76537 -1.05186
P 0.55135 -0.83984 -0.66437
C -0.87811 -1.73522 -1.32649
C -1.42247 -1.39265 -2.56016
C -2.47014 -2.13728 -3.08115
C -2.97905 -3.21685 -2.37203
C -2.43248 -3.56745 -1.14398
C -1.37753 -2.83230 -0.62483
C 1.93658 -1.93061 -1.08185
C 2.40301 -2.03660 -2.39204
C 3.42287 -2.92547 -2.69251
C 3.97613 -3.71865 -1.69539
C 3.50183 -3.63759 -0.39468
C 2.48120 -2.74805 -0.08921
H -0.82134 1.83434 -3.57668
H -1.88051 1.55278 -5.80543
H 1.72383 0.72256 -7.57985
H 2.94103 0.93278 -5.44087
H 0.19398 4.18439 -1.20737
H 1.36102 6.29142 -0.69204
H 2.68359 6.50359 1.38366
H 2.81128 4.61162 2.96910
H 1.62421 2.51338 2.47834
H -1.72267 3.09017 1.97673
H -4.13149 3.61576 1.91920
H -5.49207 2.97437 -0.04247
H -4.44329 1.80238 -1.94666
H -2.02904 1.23854 -1.87477
H -1.01603 -0.54947 -3.10720
H -2.88910 -1.87742 -4.04459
H -3.79899 -3.79272 -2.77995
H -2.82075 -4.41809 -0.59897
H -0.93129 -3.11988 0.32341
H 1.96585 -1.43559 -3.18023
H 3.78276 -3.00449 -3.70948
H 4.77052 -4.41189 -1.93777
H 3.91511 -4.27299 0.37755
H 2.08528 -2.71225 0.92189
N -1.60952 -0.55338 1.90751
C -2.14697 -1.37598 2.98324
C -1.94194 -0.99761 4.29938
C -2.45819 -1.78022 5.31857
C -3.16666 -2.93713 5.02395
C -3.36638 -3.30771 3.70327
C -2.85920 -2.52298 2.67679
H -1.95985 -0.91646 1.01935
H -2.01757 0.38133 1.96820
H -1.35790 -0.11628 4.53084
H -2.29121 -1.49190 6.34729
H -3.56167 -3.54889 5.82340
H -3.92433 -4.20346 3.46597
H -3.03200 -2.79702 1.64216
*
```

***

Record 2
Formula: C39H37N8O3RbS3
Source: the OMol25 dataset
Level of theory: ωB97M-V/def2-TZVPD

HOMO-LUMO gap	0.17693	Ha
HOMO	-0.0644	Ha
maximum force	0.013	Eh/bohr
energy	-3390.8968	a.u.
LUMO energy	3.06	eV
energy relative to the best compared isomer or geometry (same formula, charge and spin)	35.7	kcal/mol

ORCA input file:
```
! wB97M-V def2-TZVPD RIJCOSX def2/J DEFGRID3
* xyz -2 1
Rb -1.28309 -0.63319 -0.20657
C -1.61970 2.57005 1.85698
C -1.01108 1.34366 2.51198
N -1.80014 0.34481 2.62594
N -1.30854 -0.73867 3.31884
C -2.17628 -1.69065 3.50193
S -3.76511 -1.89577 2.91749
S -1.66524 -3.07974 4.54216
C -0.01131 -2.68171 5.20903
C 1.04260 -3.66497 4.76773
C 1.57610 -3.58808 3.47919
C 2.53491 -4.50013 3.06267
C 2.97883 -5.50934 3.91597
C 2.45786 -5.59033 5.19990
C 1.49841 -4.66974 5.61969
C 0.40618 1.41877 2.98380
C 0.76700 2.39314 3.91050
C 2.05168 2.48703 4.44415
C 3.00289 1.56023 4.01402
C 2.68603 0.60036 3.06879
C 1.38665 0.49434 2.48183
O 1.13372 -0.36068 1.55638
H -2.67325 2.65661 2.12646
H -1.08793 3.47417 2.15967
H -1.55023 2.50197 0.76333
H 0.19503 -1.67348 4.83972
H -0.09592 -2.67397 6.29694
H 1.25290 -2.78660 2.81576
H 2.94781 -4.41751 2.06107
H 3.72384 -6.22384 3.58340
H 2.80038 -6.36526 5.87820
H 1.09059 -4.73433 6.62585
H 0.00255 3.08694 4.25550
H 2.29474 3.24286 5.18260
H 4.00504 1.59128 4.43031
H 3.42625 -0.12221 2.73978
O -4.17327 -1.75945 -4.40820
C -3.66426 -1.46542 -3.32751
N -2.61561 -2.01095 -2.66814
C -2.07114 -3.16411 -3.13038
O -2.45666 -3.92606 -4.01458
C -0.77709 -3.59225 -2.40929
C -0.12622 -4.73371 -2.87736
C 1.04635 -5.14121 -2.26511
C 1.54592 -4.40163 -1.20013
C 0.83495 -3.28694 -0.79555
N -0.30172 -2.89212 -1.37719
C -4.28023 -0.24144 -2.62349
C -5.36262 0.38748 -3.23677
C -5.90333 1.52087 -2.65687
C -5.35506 1.99765 -1.47169
C -4.29240 1.29964 -0.92308
N -3.76288 0.20798 -1.48006
H -0.56951 -5.26396 -3.70754
H 1.56548 -6.02915 -2.60990
H 2.45735 -4.68528 -0.68833
H 1.18635 -2.67337 0.03761
H -5.73902 -0.03525 -4.15675
H -6.74347 2.02969 -3.11808
H -5.74536 2.87923 -0.97672
H -3.84962 1.61932 0.01876
N 5.99167 0.59476 -3.05612
C 4.95342 0.55669 -3.90231
S 5.19468 0.75492 -5.52694
C 3.61697 0.35191 -3.25533
C 2.47588 0.16128 -4.02117
C 1.26285 -0.04276 -3.37976
N 1.13694 -0.06442 -2.05392
C 2.22711 0.11723 -1.30891
C 3.47790 0.33206 -1.87164
H 6.90149 0.57902 -3.48264
H 5.90311 0.20816 -2.13047
H 2.54181 0.16129 -5.10112
H 0.35027 -0.20137 -3.94991
H 2.08358 0.07477 -0.22261
H 4.31221 0.50150 -1.20315
C -1.50657 5.33497 -0.42740
C -1.21406 4.95207 -1.88650
C 0.11766 5.56225 -2.33972
C -2.36097 5.41133 -2.79674
C -1.11834 3.47692 -1.96509
N -1.07468 2.32616 -1.98729
H -1.61975 6.42100 -0.35909
H -0.69327 5.02288 0.22961
H -2.42450 4.86104 -0.07394
H 0.08222 6.64614 -2.20511
H 0.31156 5.34368 -3.39146
H 0.94465 5.16533 -1.74838
H -2.50089 6.48975 -2.68680
H -3.29155 4.90728 -2.52820
H -2.14249 5.18857 -3.84252
*
```

***

Record 3
Formula: C39H38BaFN7O8
Source: the OMol25 dataset
Level of theory: ωB97M-V/def2-TZVPD

HOMO-LUMO gap	0.13759	Ha
HOMO	-0.2120	Ha
maximum force	0.094	Eh/bohr
energy	-2619.4995	a.u.
LUMO energy	-2.02	eV
energy relative to the best compared isomer or geometry (same formula, charge and spin)	21.8	kcal/mol

ORCA input file:
```
! wB97M-V def2-TZVPD RIJCOSX def2/J DEFGRID3
* xyz 0 1
Ba 0.45711 0.15776 0.38292
C 4.05128 2.15324 -1.49205
O 3.34476 3.30584 -1.95299
C 2.16274 3.11308 -2.62418
C 1.89739 3.98888 -3.65497
C 0.70449 3.90835 -4.38632
C -0.20303 2.92141 -4.05238
C 0.03313 2.04484 -2.98682
C -0.97623 0.98520 -2.73334
N -0.92531 0.18797 -1.74937
N -1.87768 -0.86284 -1.72826
C -1.44569 -1.86725 -0.99075
O -0.34878 -1.93842 -0.30635
C -2.33238 -3.09913 -0.99817
C -1.84602 -4.25861 -0.40850
C -2.59571 -5.43600 -0.42137
C -3.84693 -5.45878 -1.02297
C -4.34650 -4.29421 -1.60440
C -3.59550 -3.12384 -1.59360
C 1.22647 2.13057 -2.22275
O 1.44361 1.34518 -1.18919
H 5.07635 2.47939 -1.32655
H 4.04397 1.36676 -2.25026
H 3.63007 1.75859 -0.57488
H 2.64902 4.74239 -3.88450
H 0.51523 4.59039 -5.20830
H -1.12403 2.80547 -4.62124
H -1.77205 0.85593 -3.47847
H -0.86392 -4.22187 0.04836
H -2.19851 -6.33490 0.03556
H -4.42641 -6.37667 -1.04891
H -5.32484 -4.30197 -2.07279
H -3.96386 -2.21312 -2.05192
F -5.26439 4.26224 1.77098
C -4.02171 4.47558 2.25421
C -3.04747 3.55644 2.02153
C -1.78761 3.74324 2.55165
C -0.76023 2.70251 2.29214
O -1.05869 1.74967 1.59378
C 0.51051 2.89404 2.96417
C 0.69026 4.01827 3.68809
N -0.21902 5.03447 3.82247
C 0.12612 6.20097 4.60540
C 0.23058 7.52516 3.90921
C 1.46544 6.81932 4.38924
C -1.50153 4.87783 3.30660
C -2.51136 5.82520 3.51281
C -3.76858 5.63109 2.99826
N -4.77435 6.61967 3.23628
C -5.90884 6.74327 2.31505
C -6.57782 8.11686 2.58444
N -5.60730 8.92829 3.41192
C -5.49415 8.33814 4.79964
C -5.21330 6.82811 4.61687
C 1.63362 1.84935 2.95807
O 2.26146 1.72300 4.03571
O 1.78599 1.22390 1.86324
H -3.24491 2.66418 1.43116
H 1.62040 4.15590 4.22482
H -0.26148 6.19877 5.61608
H -0.10285 8.40717 4.44401
H 0.05155 7.53529 2.83915
H 1.98202 7.19993 5.25957
H 2.10533 6.37624 3.63599
H -2.30154 6.73267 4.07000
H -6.65557 5.96544 2.44870
H -5.54869 6.69178 1.29252
H -7.48775 8.02869 3.16942
H -6.79530 8.66593 1.67498
H -5.82808 9.91729 3.42714
H -4.69143 8.78364 2.98751
H -6.42982 8.53104 5.31474
H -4.68884 8.86317 5.30501
H -6.11942 6.24970 4.83068
H -4.44477 6.50711 5.31051
O 5.12013 -0.91825 6.59759
C 3.99075 -0.06951 6.66750
N 2.94486 -0.41223 5.72099
C 2.43732 -1.66143 5.71365
O 2.76644 -2.52304 6.53401
C 1.39958 -1.94527 4.67507
C 0.28873 -2.71437 4.98411
C -0.68631 -2.90497 4.01823
C -0.51547 -2.31649 2.77020
N 0.56478 -1.58587 2.46178
C 1.50519 -1.42703 3.39922
H 4.77417 -1.81008 6.73237
H 4.32498 0.93023 6.41822
H 3.57394 -0.06530 7.66924
H 2.65936 0.26781 5.02395
H 0.19914 -3.14305 5.97552
H -1.57014 -3.49952 4.22042
H -1.24830 -2.44528 1.97313
H 2.38258 -0.85127 3.10594
*
```

***

Record 4
Formula: C39H38F4NO4P
Source: the OMol25 dataset
Level of theory: ωB97M-V/def2-TZVPD

HOMO-LUMO gap	0.31331	Ha
HOMO	-0.3209	Ha
SMILES string	CCP(C)[C@]1(OC#N)OC(=O)O[C@@H]1Cc1cccc(C)c1.Fc1ccccc1.Fc1ccccc1.Fc1ccccc1.Fc1ccccc1
maximum force	0.221	Eh/bohr
energy	-2604.8505	a.u.
LUMO energy	-0.21	eV

ORCA input file:
```
! wB97M-V def2-TZVPD RIJCOSX def2/J DEFGRID3
* xyz 0 1
C 2.79985 2.50052 -0.29993
C 2.68445 2.63608 -1.92901
P 1.13930 1.70790 -2.66874
C 0.06677 3.04344 -3.59867
C 1.66691 0.36560 -3.91559
O 0.44344 -0.38106 -4.24450
C -0.23845 -0.53084 -2.91610
N -0.84505 -1.07362 -1.89641
O 2.57590 -0.48412 -3.07605
C 3.90004 -0.72663 -3.72911
O 4.65684 -1.81568 -3.58055
O 4.12883 0.49632 -4.56914
C 2.74186 0.69624 -5.10701
C 2.46915 1.88925 -6.18542
C 2.93803 3.38736 -5.74923
C 2.08304 4.65267 -6.43167
C 2.40695 6.24301 -6.09613
C 3.61498 6.63150 -5.04543
C 4.50315 5.40782 -4.38911
C 5.75529 5.64534 -3.31068
C 4.16127 3.81079 -4.75002
H 1.76376 2.65377 0.26761
H 3.58429 3.29057 0.12948
H 3.27208 1.43079 -0.07488
H 2.57412 3.79323 -2.16641
H 3.69212 2.27088 -2.40843
H 0.35585 3.15427 -4.72686
H 0.04242 4.04222 -2.98999
H -1.03810 2.59157 -3.59071
H 2.63231 -0.27653 -5.79242
H 1.32372 1.88945 -6.48276
H 3.06963 1.61875 -7.17974
H 1.20962 4.38389 -7.18849
H 1.75781 7.10882 -6.59639
H 3.88543 7.74767 -4.73002
H 6.63525 4.85632 -3.47236
H 5.28963 5.36116 -2.24921
H 6.13563 6.75350 -3.28328
H 4.80999 2.98430 -4.23741
F 1.81552 1.93356 4.05901
C 1.45947 0.79409 3.45118
C 0.79007 0.84838 2.23356
C 0.42370 -0.33788 1.59782
C 0.72153 -1.56629 2.19286
C 1.38927 -1.61024 3.41766
C 1.76532 -0.42414 4.04757
H 0.55981 1.81181 1.79057
H -0.09307 -0.30634 0.64184
H 0.43163 -2.49120 1.69882
H 1.61635 -2.56743 3.88084
H 2.29283 -0.44009 4.99552
F -4.98323 -5.93049 1.82565
C -3.78849 -5.72324 1.25622
C -2.89102 -6.77958 1.14510
C -1.64894 -6.56545 0.54764
C -1.31365 -5.29337 0.07735
C -2.21934 -4.23833 0.19806
C -3.46551 -4.45543 0.78540
H -3.16560 -7.75874 1.52364
H -0.94325 -7.38655 0.44895
H -0.34302 -5.12577 -0.38455
H -1.95456 -3.24819 -0.16499
H -4.18498 -3.64879 0.87924
F 2.17895 -1.60495 6.55844
C 1.20048 -1.61097 7.47342
C -0.06566 -1.15426 7.12418
C -1.08608 -1.16516 8.07508
C -0.82576 -1.62296 9.36908
C 0.44970 -2.07462 9.71132
C 1.46684 -2.07404 8.75714
H -0.24706 -0.79455 6.11664
H -2.08142 -0.81747 7.80984
H -1.62080 -1.62710 10.11169
H 0.65098 -2.42661 10.72023
H 2.46169 -2.42996 9.00354
F -6.73225 0.64286 1.83218
C -7.08830 -0.49660 1.22435
C -7.75771 -0.44232 0.00673
C -8.12407 -1.62857 -0.62901
C -7.82624 -2.85699 -0.03398
C -7.15851 -2.90094 1.19082
C -6.78245 -1.71484 1.82073
H -7.98796 0.52111 -0.43627
H -8.64084 -1.59703 -1.58499
H -8.11614 -3.78190 -0.52801
H -6.93143 -3.85812 1.65401
H -6.25494 -1.73079 2.76868
*
```

***

Record 5
Formula: C39H38F9NOP2PtSSbSe4Si
Source: the OMol25 dataset
Level of theory: ωB97M-V/def2-TZVPD

HOMO-LUMO gap (alpha / beta)	0.21699 / 0.18535	Ha
HOMO (alpha / beta)	-0.1451 / -0.1843	Ha
maximum force	0.024	Eh/bohr
energy	-13873.6464	a.u.
LUMO energy (alpha / beta)	1.96 / 0.03	eV
energy relative to the best compared isomer or geometry (same formula, charge and spin)	0.0	kcal/mol

ORCA input file:
```
! wB97M-V def2-TZVPD RIJCOSX def2/J DEFGRID3
* xyz -1 5
Pt 0.28867 -0.19172 0.20887
C -6.81379 1.21717 -0.34904
Si -5.33376 0.07358 -0.43719
C -5.15577 -0.53512 -2.18185
C -5.65413 -1.34142 0.72447
C -3.82854 1.07887 0.05226
C -3.93023 2.43147 0.35055
C -2.80537 3.20419 0.64249
C -1.57376 2.58558 0.61623
N -1.44824 1.28562 0.34754
C -2.52516 0.52627 0.07219
S -2.12435 -1.12994 -0.25853
H -7.72381 0.66031 -0.59941
H -6.72655 2.04848 -1.05668
H -6.94334 1.63363 0.65579
H -6.07818 -1.02271 -2.51736
H -4.33324 -1.25169 -2.25339
H -4.93519 0.29345 -2.85911
H -6.56100 -1.87951 0.42323
H -5.79142 -0.97744 1.74873
H -4.81169 -2.03834 0.72361
H -4.90852 2.90542 0.35526
H -2.88070 4.26223 0.85617
H -0.65127 3.13033 0.77980
C 2.40578 -2.38678 2.35491
C 2.06364 -3.10650 1.04620
P 1.61932 -2.02201 -0.36388
C 3.25409 -1.64085 -1.08412
C 3.66246 -2.15927 -2.31119
C 4.91917 -1.84615 -2.82068
C 5.77856 -1.02818 -2.10398
C 5.37922 -0.50590 -0.87953
C 4.11892 -0.79499 -0.38291
C 0.89921 -3.18481 -1.55498
C 0.11140 -2.62756 -2.55987
C -0.43478 -3.43774 -3.54901
C -0.21336 -4.80849 -3.52372
C 0.55663 -5.37117 -2.51267
C 1.11532 -4.56236 -1.53161
C 1.16471 -1.99678 3.15984
P 0.20487 -0.55204 2.53562
C 0.70003 0.79006 3.66672
C 0.67881 0.58599 5.05205
C 1.02557 1.60885 5.91694
C 1.39142 2.85257 5.40665
C 1.40833 3.06523 4.03955
C 1.06571 2.03327 3.16965
C -1.48802 -0.92518 3.13342
C -2.26328 0.04715 3.75965
C -3.55967 -0.24097 4.17816
C -4.09214 -1.50420 3.97579
C -3.33840 -2.47167 3.31973
C -2.05486 -2.17670 2.88770
H 3.04064 -1.51535 2.18495
H 2.99317 -3.07128 2.96946
H 1.21318 -3.77453 1.21532
H 2.90428 -3.71843 0.71799
H 2.99977 -2.79695 -2.88215
H 5.21928 -2.24066 -3.78489
H 6.75280 -0.77616 -2.50730
H 6.02742 0.15355 -0.31698
H 3.80633 -0.33019 0.54213
H -0.07426 -1.55807 -2.55417
H -1.03773 -2.98949 -4.32977
H -0.64308 -5.44329 -4.28929
H 0.72593 -6.44195 -2.48862
H 1.72735 -5.01357 -0.75980
H 1.46103 -1.73707 4.17474
H 0.48789 -2.84700 3.22632
H 0.36193 -0.36876 5.45810
H 1.00608 1.44067 6.98777
H 1.67650 3.65206 6.08155
H 1.71136 4.02158 3.63580
H 1.09560 2.18408 2.09681
H -1.86056 1.03925 3.91797
H -4.15030 0.52859 4.66221
H -5.09837 -1.73241 4.30891
H -3.76176 -3.44938 3.12169
H -1.50129 -2.91857 2.32341
Se 2.76064 5.05749 1.11753
Sb 3.60392 2.77393 0.57869
Se 1.65404 1.72614 -0.80873
Se 5.54730 3.13531 -0.95200
Se 4.66494 1.76973 2.53864
F 0.54729 -0.24840 -5.01905
C 0.74711 1.02954 -4.63248
F 1.99386 1.11423 -4.18369
F 0.65683 1.79847 -5.73684
C -0.28754 1.41121 -3.51558
O 0.02307 0.84595 -2.33568
C -0.36262 2.98526 -3.41895
F -1.08520 3.53975 -4.41877
F 0.85762 3.53842 -3.47525
F -0.92328 3.35341 -2.26928
C -1.71342 0.90998 -3.96897
F -1.96470 1.10478 -5.28176
F -2.67580 1.54507 -3.28264
F -1.86770 -0.39251 -3.73755
*
```